Record 1
Here is a 11-piece molecular cluster, C47H126N12O14 overall at a distorted geometry from the Open Molecules 2025 dataset. Energies are from wB97M-V/def2-TZVPD.

Output
- structure (SMILES) = COC[C@H](C)N.COC[C@H](C)N.COC[C@H](C)N.COC[C@H](C)N.COC[C@H](C)N.COC[C@H](C)N.COC[C@H](C)N.COCCNCCOC.COCCNCCOC.COCCNCCOC.NC(N)=O
- largest force on an atom (hartree/bohr) = 0.0756
- orbital gap (eV) = 8.950
- HOMO energy (eV) = -8.44
- total charge = 0
- lowest unoccupied orbital energy (eV) = 0.5
- relative energy (zero: lowest compared OMol25 entry of this formula, charge and spin) (kcal per mole) = 24.9

Each line ends with the Mulliken charge.
Atoms and positions in Å:
C 5.43062 -4.36477 -8.90298  0.655
O 5.13386 -4.44626 -10.07303  -0.644
N 5.26175 -3.22836 -8.26460  -0.372
N 5.97172 -5.28888 -8.13043  -0.365
H 5.62959 -3.06874 -7.33760  0.153
H 4.75703 -2.47701 -8.71274  0.201
H 6.07648 -5.12527 -7.13930  0.166
H 6.30500 -6.18588 -8.45359  0.207
C -6.09840 7.26671 -0.35136  -0.757
O -5.20623 8.34915 0.00697  -0.307
C -5.17760 8.66668 1.39344  -0.571
C -4.70262 10.16928 1.53015  -0.650
N -5.83786 11.09335 1.35937  -0.267
C -5.53584 12.44832 1.78932  -0.537
C -6.69709 13.40367 1.40337  -0.611
O -6.56303 13.86900 -0.03265  -0.339
C -7.57063 14.71031 -0.44578  -0.769
H -5.92345 7.03436 -1.40184  0.252
H -7.11506 7.64777 -0.44780  0.296
H -5.92111 6.40014 0.28561  0.319
H -4.36035 8.13180 1.87730  0.348
H -6.06622 8.33666 1.93153  0.389
H -3.93766 10.48348 0.82007  0.354
H -4.38166 10.31770 2.56120  0.348
H -6.33951 10.93445 0.49728  0.230
H -4.58291 12.77514 1.37313  0.300
H -5.49331 12.50284 2.87712  0.303
H -6.64272 14.26201 2.07299  0.428
H -7.65684 12.94424 1.63982  0.388
H -8.01772 14.33186 -1.36502  0.263
H -7.32558 15.72001 -0.77524  0.267
H -8.37924 14.90116 0.25979  0.323
C 2.58105 -7.41333 8.75719  -0.752
O 3.24303 -7.33619 7.54480  -0.330
C 2.71932 -6.23357 6.74530  -0.637
C 3.54121 -5.94627 5.43902  -0.631
N 3.25269 -7.02780 4.53837  -0.280
C 3.99335 -6.80564 3.29690  -0.770
C 3.53333 -7.83747 2.20038  -0.569
O 3.93065 -9.09054 2.78312  -0.344
C 3.15981 -10.19222 2.12454  -0.721
H 2.96073 -6.68177 9.47047  0.300
H 2.79130 -8.36486 9.24555  0.263
H 1.51713 -7.17665 8.74411  0.306
H 2.57402 -5.30811 7.30254  0.448
H 1.68047 -6.50675 6.56023  0.351
H 4.61005 -5.77066 5.56084  0.373
H 3.16277 -4.98580 5.08918  0.348
H 3.48659 -7.93260 4.92145  0.247
H 5.07461 -6.83964 3.43036  0.361
H 3.80190 -5.78410 2.96842  0.434
H 4.07658 -7.76543 1.25816  0.404
H 2.45464 -7.79263 2.05032  0.355
H 2.12187 -10.26140 2.45008  0.292
H 3.58803 -11.15013 2.41973  0.252
H 3.15224 -10.00622 1.05055  0.301
C 12.40813 -1.58673 -7.05485  -0.794
O 11.80025 -0.82146 -6.01293  -0.304
C 11.00151 -1.60942 -5.13128  -0.550
C 10.01125 -0.71882 -4.38135  -0.307
N 8.99167 -1.48173 -3.60921  -0.350
C 8.15832 -0.60351 -2.77872  -0.741
C 8.91103 -0.35122 -1.46222  -0.503
O 10.01632 0.53989 -1.53375  -0.260
C 10.40700 1.05751 -0.30333  -0.761
H 12.94494 -2.45535 -6.67348  0.318
H 13.23072 -1.05632 -7.53455  0.292
H 11.74539 -2.02267 -7.80240  0.313
H 11.58385 -2.14443 -4.38112  0.258
H 10.39600 -2.29489 -5.72422  0.371
H 9.52761 0.07116 -4.95592  0.221
H 10.69914 -0.21414 -3.70295  0.257
H 9.31670 -2.27960 -3.08209  0.244
H 7.17926 -1.07230 -2.67988  0.364
H 8.04641 0.32669 -3.33576  0.323
H 9.27282 -1.28316 -1.02782  0.354
H 8.09824 0.01972 -0.83782  0.409
H 10.66084 0.24165 0.37346  0.329
H 9.65353 1.72506 0.11470  0.276
H 11.30896 1.64522 -0.47408  0.242
C -12.31479 -0.45409 5.59919  -1.391
C -12.91841 0.94821 5.95041  0.594
C -14.16325 0.82464 6.83422  -0.674
O -15.09091 0.02318 6.19518  -0.282
C -16.41030 0.16362 6.58703  -0.773
N -11.86536 1.60429 6.74054  -0.661
H -11.31362 -0.31725 5.19051  0.417
H -12.82471 -1.04736 4.84017  0.306
H -12.17780 -1.00095 6.53208  0.359
H -13.16597 1.56340 5.08533  0.204
H -14.59190 1.80126 7.05913  0.333
H -13.99758 0.35476 7.80369  0.291
H -16.80230 1.15501 6.81415  0.321
H -16.70119 -0.51588 7.38813  0.288
H -16.98729 -0.21291 5.74240  0.248
H -12.00421 2.60403 6.77713  0.226
H -10.92742 1.40589 6.42274  0.194
C -0.65271 -2.00413 -2.21140  -1.321
C -0.79399 -0.45114 -2.12684  0.573
C -0.96990 0.10354 -0.74813  -0.662
O -2.04854 -0.51516 -0.15702  -0.307
C -2.27076 -0.34829 1.21487  -0.789
N 0.26387 0.20306 -2.90522  -0.705
H -0.65493 -2.21593 -3.28062  0.336
H -1.48403 -2.45699 -1.67109  0.321
H 0.33707 -2.27981 -1.84748  0.343
H -1.75082 -0.26219 -2.61355  0.175
H -0.97878 1.19307 -0.71748  0.359
H -0.08412 -0.20296 -0.19177  0.338
H -2.23292 0.66552 1.61345  0.300
H -1.45175 -0.88395 1.69484  0.335
H -3.15965 -0.89175 1.53524  0.257
H 0.20537 1.21132 -2.89628  0.213
H 0.33118 -0.08161 -3.87193  0.234
C -0.55584 7.51478 -6.05514  -1.439
C 0.17178 8.45428 -5.07396  0.471
C -0.47700 9.77179 -4.78060  -0.733
O 0.34122 10.43019 -3.81129  -0.297
C 0.10364 11.82059 -3.77215  -0.827
N 0.35971 7.68193 -3.84532  -0.776
H -1.44028 7.02887 -5.64313  0.323
H 0.06499 6.64556 -6.27220  0.339
H -0.84326 7.99359 -6.99121  0.376
H 1.12908 8.71697 -5.52414  0.262
H -1.52402 9.66681 -4.49629  0.354
H -0.57862 10.33078 -5.71081  0.390
H 0.60599 12.31719 -2.94201  0.296
H -0.91696 12.07559 -3.48676  0.323
H 0.39755 12.40173 -4.64621  0.309
H 0.99449 8.26084 -3.31427  0.367
H -0.46150 7.75392 -3.26177  0.263
C -5.72194 -3.45337 9.51766  -1.223
C -5.42307 -4.29928 10.76885  0.202
C -4.58892 -3.53428 11.83130  -0.721
O -5.18071 -2.31538 12.29666  -0.307
C -4.32515 -1.37320 12.85946  -0.796
N -6.67875 -4.65153 11.34411  -0.689
H -6.12847 -4.00818 8.67207  0.357
H -4.89151 -2.78871 9.27952  0.311
H -6.48544 -2.69776 9.70269  0.308
H -5.07748 -5.25957 10.38609  0.286
H -3.61029 -3.19079 11.49602  0.435
H -4.37364 -4.22002 12.65076  0.375
H -4.93513 -0.54404 13.21796  0.256
H -3.61753 -1.00787 12.11521  0.330
H -3.69004 -1.68377 13.68908  0.322
H -6.41755 -5.05297 12.23333  0.246
H -7.22339 -3.81482 11.49703  0.307
C 0.31442 -10.66138 -7.76774  -1.333
C -0.61368 -11.85062 -7.83936  0.743
C 0.05215 -13.23709 -7.65174  -0.706
O 1.28177 -13.38237 -8.43376  -0.339
C 1.03462 -13.45899 -9.86138  -0.739
N -1.71105 -11.61007 -6.95103  -0.755
H 1.12068 -10.81284 -7.05003  0.274
H -0.17824 -9.71598 -7.54058  0.417
H 0.80087 -10.38588 -8.70346  0.299
H -1.06511 -11.75538 -8.82691  0.133
H -0.62690 -14.04271 -7.93098  0.361
H 0.46599 -13.40611 -6.65763  0.299
H 0.42874 -12.65772 -10.28444  0.282
H 0.57513 -14.41872 -10.09777  0.304
H 1.93570 -13.49943 -10.47336  0.287
H -2.13128 -10.70356 -7.09852  0.243
H -2.44844 -12.28956 -7.07205  0.231
C 5.90529 0.55860 10.93361  -1.424
C 6.26766 1.58307 9.96867  0.635
C 5.43149 1.64080 8.66444  -0.797
O 4.04701 1.70462 8.97060  -0.322
C 3.24594 1.97769 7.80310  -0.752
N 6.32886 2.85453 10.66081  -0.732
H 6.60991 0.49759 11.76300  0.401
H 5.97228 -0.41022 10.43863  0.346
H 4.88216 0.57623 11.30910  0.304
H 7.29507 1.41475 9.64588  0.199
H 5.72223 0.81540 8.01460  0.382
H 5.55497 2.61569 8.19281  0.421
H 3.56943 1.26639 7.04316  0.320
H 3.21658 2.99073 7.40185  0.284
H 2.24382 1.73956 8.15970  0.238
H 6.73505 2.74495 11.57902  0.244
H 5.40471 3.22154 10.83786  0.254
C 2.35341 4.11644 -13.51626  -1.421
C 2.51156 3.21444 -12.27392  0.478
C 1.44907 2.09658 -12.12991  -0.827
O 1.64819 1.25455 -11.00580  -0.291
C 0.70454 0.20330 -10.96062  -0.740
N 3.80282 2.60720 -12.32837  -0.661
H 2.42859 3.39866 -14.33310  0.407
H 3.05863 4.94722 -13.54054  0.406
H 1.37495 4.59573 -13.48469  0.338
H 2.46238 3.79052 -11.34990  0.254
H 1.46312 1.47487 -13.02510  0.372
H 0.45098 2.53330 -12.09539  0.365
H 0.74054 -0.28323 -11.93535  0.311
H -0.29300 0.61857 -10.81718  0.294
H 0.89987 -0.64777 -10.30822  0.278
H 4.12674 2.25813 -11.43769  0.223
H 4.38929 3.32970 -12.72099  0.214

---

Record 2
Here is a 2-piece molecular cluster, C4H12O2 overall at a distorted geometry from the Open Molecules 2025 dataset. Energies are from wB97M-V/def2-TZVPD.

Output
- structure (SMILES) = CCCOC.O
- largest force on an atom (hartree/bohr) = 0.0580
- orbital gap (eV) = 10.263
- HOMO energy (eV) = -9.52
- total charge = 0
- lowest unoccupied orbital energy (eV) = 0.7
- relative energy (zero: lowest compared OMol25 entry of this formula, charge and spin) (kcal per mole) = 22.6

Each line ends with the Mulliken charge.
Atoms and positions in Å:
O 1.10399 -2.65340 2.40251  -0.373
C 0.31242 -2.83641 3.63386  -0.617
C 0.00000 0.00000 0.00000  -1.133
C 0.36007 -2.15706 1.35739  -0.555
C 0.43414 -0.61459 1.27334  -0.119
H 0.96132 -2.87847 4.52480  0.257
H -0.32613 -3.73568 3.62092  0.224
H -0.33465 -1.94654 3.71160  0.292
H -0.85499 -0.48266 -0.50264  0.308
H 0.86741 -0.02343 -0.68093  0.294
H -0.25965 1.05263 0.20290  0.316
H -0.67285 -2.53827 1.47234  0.338
H 0.77842 -2.59297 0.42981  0.334
H 1.49937 -0.31947 1.33361  0.196
H -0.08654 -0.17595 2.14624  0.234
O -0.44635 -5.15855 6.82328  -0.636
H -0.89197 -5.27280 7.69313  0.320
H -1.18100 -5.13874 6.16894  0.321

---

Record 3
Here is an isolated molecule of C10H16N6 at a distorted geometry from the Open Molecules 2025 dataset. Energies are from wB97M-V/def2-TZVPD.

Output
- structure (SMILES) = CCCn1nnnc1NCc1cccn1C
- largest force on an atom (hartree/bohr) = 0.0712
- orbital gap (eV) = 9.200
- HOMO energy (eV) = -8.51
- total charge = 0
- lowest unoccupied orbital energy (eV) = 0.7
- relative energy (zero: lowest compared OMol25 entry of this formula, charge and spin) (kcal per mole) = 0.0

Each line ends with the Mulliken charge.
Atoms and positions in Å:
C -1.89654 -0.73938 3.75580  -1.226
C -1.48530 0.28529 2.65770  -0.129
C -2.38158 0.12978 1.40727  -0.816
C -1.43213 1.08384 -0.78532  0.330
C 0.05425 -0.96485 -0.87580  -0.377
C 1.36531 -1.00816 -1.54904  0.088
C 1.82491 -1.94860 -2.40271  -0.480
C 3.23447 -1.69140 -2.69486  -0.680
C 3.42853 -0.40563 -2.16338  -0.254
C 2.07558 1.23903 -0.84553  -0.788
H -1.70521 -1.72673 3.41774  0.359
H -2.98983 -0.71974 3.97525  0.292
H -1.22336 -0.54078 4.63635  0.334
H -0.41543 0.26133 2.29940  0.185
H -1.60711 1.31495 2.99381  0.422
H -3.49534 0.25347 1.46860  0.367
H -2.18327 -0.77742 0.90353  0.296
H -0.96785 -0.12403 -2.45520  0.356
H -0.22004 -2.04379 -0.85059  0.276
H 0.18305 -0.72360 0.17102  0.072
H 1.25984 -2.86185 -2.53551  0.391
H 4.02876 -2.28907 -3.24209  0.326
H 4.31266 0.21906 -2.18259  0.352
H 2.93677 2.00216 -0.93675  0.299
H 1.89702 1.15851 0.19577  0.251
H 1.22814 1.69190 -1.37315  0.333
N -1.89798 1.15074 0.47232  0.600
N -2.03098 2.49299 0.84939  -0.269
N -1.86892 3.14206 -0.26929  -0.494
N -1.39875 2.29305 -1.29497  -0.406
N -0.97427 -0.08888 -1.37553  -0.125
N 2.34459 -0.06425 -1.37164  0.112

---

Record 4
Here is C19H16BrN5O2S7W as an isolated structure at a distorted geometry from the Open Molecules 2025 dataset. Energies are from wB97M-V/def2-TZVPD.

Output
- largest force on an atom (hartree/bohr) = 0.0236
- orbital gap (eV) = 5.284
- HOMO energy (eV) = -13.05
- total charge = +2
- lowest unoccupied orbital energy (eV) = -7.8
- relative energy (zero: lowest compared OMol25 entry of this formula, charge and spin) (kcal per mole) = 6.9

Each line ends with the Mulliken charge.
Atoms and positions in Å:
W 0.87410 0.26174 1.54344  1.648
C 1.86833 -2.46968 4.47840  -0.903
S 0.89835 -2.26065 2.96312  0.130
C -0.25561 -1.02956 3.44923  -0.492
C 0.11015 0.28682 3.74681  0.481
S 1.76891 0.79578 3.60605  -0.281
S -1.14973 1.30410 4.42193  0.049
C -2.44658 0.12016 4.34000  0.075
S -3.97034 0.43492 4.73685  -0.048
S -1.89502 -1.47001 3.78739  0.041
H 2.56083 -3.28526 4.27599  0.439
H 1.20656 -2.74416 5.29511  0.381
H 2.42716 -1.56694 4.71038  0.266
N 8.80288 -0.74006 -1.26547  -0.455
C 7.62115 -0.17365 -0.93745  1.070
C 7.18264 -0.16173 0.40265  -0.826
C 5.98412 0.41572 0.74021  -0.619
C 5.18704 0.97979 -0.25996  -0.621
C 5.60556 0.98553 -1.59424  -0.160
C 6.80750 0.40807 -1.92821  -0.827
S 3.70381 1.73960 0.16545  1.786
O 3.13677 2.39007 -0.97771  -0.703
O 3.77849 2.43098 1.41536  -0.729
N 2.69146 0.43779 0.56784  0.031
C 2.46016 -0.63853 -0.22117  0.512
S 3.14126 -1.30210 -1.62349  0.057
C 1.91784 -2.54778 -1.59147  -0.470
C 1.06761 -2.38171 -0.56123  -0.842
N 1.38460 -1.28744 0.22256  0.146
H 9.43117 -1.06838 -0.55382  0.207
H 9.16718 -0.66568 -2.19866  0.210
H 7.81230 -0.59140 1.17128  0.323
H 5.66914 0.45430 1.77524  0.479
H 4.99433 1.46227 -2.34961  0.507
H 7.14445 0.42174 -2.95707  0.334
H 1.92415 -3.33263 -2.32986  0.466
H 0.23457 -3.01539 -0.29900  0.483
N -2.22727 -0.10444 0.77899  -0.182
C -1.11825 0.01380 1.07999  -0.190
H -3.19743 -0.21442 0.54244  0.223
Br 1.43100 6.05240 1.74691  -0.099
C 0.86291 4.56548 0.76903  -0.462
C 0.37569 4.69158 -0.52033  -0.080
C -0.01827 3.54347 -1.18856  -0.982
C 0.07821 2.32189 -0.55330  0.055
N 0.55608 2.20560 0.69742  -0.252
C 0.95538 3.31487 1.34837  -0.164
H 0.31152 5.66316 -0.99078  0.492
H -0.39485 3.59210 -2.19994  0.455
H -0.21291 1.40824 -1.06086  0.471
H 1.37058 3.19521 2.33572  0.567